# 1
Here is a molecular structure, C20H48BF10NO22PtS8 from the Open Molecules 2025 dataset. Energies are from ωB97M-V/def2-TZVPD.

```
111
Properties=species:S:1:pos:R:3:forces:R:3:lowdin_spin:R:1
Pt -20.8669 14.4498 11.5050 0.708 -1.359 0.658 1.61
B -23.0307 16.2922 11.2826 -3.215 1.757 -2.155 0.00
F -22.6964 15.5277 12.3198 0.354 -0.995 3.127 0.03
F -23.0886 17.6484 11.5934 -0.189 -0.073 0.312 0.00
F -22.1027 16.0984 10.2969 1.170 0.160 -1.572 0.02
F -24.2731 15.7874 10.7785 0.207 0.488 0.221 0.00
C -20.0922 17.5901 13.9909 2.759 -0.418 -0.057 0.00
F -21.0566 16.8951 14.5095 -1.067 -0.140 -0.003 0.00
F -20.4232 18.2796 12.9262 -0.591 -0.005 -0.008 0.00
F -19.5885 18.4334 14.9106 -0.258 -0.645 -0.493 0.00
S -18.7071 16.2726 13.4580 0.042 -1.202 2.944 0.01
O -17.4358 16.9744 13.5274 -1.534 -0.532 -0.954 0.01
O -18.7498 15.1074 14.3716 -0.979 1.665 -1.920 0.00
N -19.3517 15.8261 11.8928 2.179 1.463 3.906 0.05
S -18.4833 16.6511 10.8632 0.388 2.559 -4.458 0.01
O -19.2426 16.6462 9.6520 -0.473 -1.316 -1.048 0.00
O -18.0656 18.0285 11.1059 0.329 -2.023 1.395 0.01
C -16.9412 15.5024 10.5048 -3.245 2.651 0.508 0.00
F -16.3351 15.3434 11.6136 0.850 -2.588 3.052 0.00
F -17.4117 14.3704 9.9289 1.509 1.016 0.251 0.00
F -16.1022 16.2696 9.8747 0.567 -0.041 -3.133 0.00
O -20.5351 12.4044 7.4096 -0.203 1.595 0.897 0.01
S -20.4465 13.7446 7.9748 1.132 1.238 -1.512 0.01
O -20.6155 13.9324 9.4137 0.721 -0.460 -3.323 0.04
O -18.9938 14.3816 7.5602 -0.830 -1.479 1.570 0.00
C -18.3931 14.3098 6.2340 -0.369 0.164 -0.350 0.00
C -16.9825 13.7331 6.1033 -0.286 -0.036 1.057 0.00
C -21.4978 14.9330 7.0305 -0.548 -0.195 0.611 0.00
H -18.4198 15.3783 6.0202 0.247 -0.186 -0.787 0.00
H -18.9822 13.7276 5.5255 -0.641 0.232 0.288 0.00
H -16.8572 13.4156 5.0681 0.283 0.563 -0.090 0.00
H -16.8241 12.8089 6.6591 -0.349 -0.030 0.275 0.00
H -16.2454 14.4452 6.4745 0.159 -0.071 -0.421 0.00
H -22.4738 15.0495 7.5018 -0.158 -0.795 0.109 0.00
H -21.5931 14.5865 6.0014 0.100 -0.184 0.200 0.00
H -21.1912 15.9788 7.0496 1.085 -0.267 0.224 0.00
O -23.8227 15.7540 18.0739 0.746 3.741 -3.495 0.00
S -23.4576 17.0265 17.2961 -0.088 -1.749 2.708 0.00
O -22.0402 17.2713 17.0119 -2.304 -0.398 0.158 0.00
O -24.3661 17.2646 15.9297 0.427 -1.430 2.976 0.00
C -23.9662 18.2534 15.0067 0.573 1.067 -1.706 0.00
C -25.1427 19.0762 14.5189 -0.704 -0.334 -0.261 0.00
C -24.1071 18.3656 18.3416 0.046 0.399 -1.222 0.00
H -23.4504 17.7011 14.2212 -0.144 0.365 -0.298 0.00
H -23.2839 19.0282 15.3564 0.433 -0.548 0.796 0.00
H -25.6802 19.5181 15.3580 0.101 0.087 0.124 0.00
H -25.8833 18.5334 13.9316 0.131 -0.312 0.070 0.00
H -24.7995 19.8825 13.8708 0.231 -0.017 0.107 0.00
H -23.7810 19.2794 17.8448 0.355 0.097 0.196 0.00
H -23.7468 18.3204 19.3693 0.047 -0.298 -0.295 0.00
H -25.1927 18.4189 18.2590 0.035 -0.600 0.241 0.00
O -19.4809 10.4214 12.1180 1.463 1.790 -0.676 0.00
S -18.6988 11.5122 11.5358 -0.772 -0.625 -2.445 0.01
O -19.3185 12.8700 11.5606 2.350 -2.828 0.335 0.05
O -17.1512 11.5061 11.9867 -2.636 0.793 0.506 0.01
C -16.8616 12.0837 13.2782 3.235 -0.398 0.620 0.00
C -15.2869 11.9683 13.1968 -0.209 0.782 0.221 0.00
C -18.1288 11.0673 9.7595 -1.323 0.330 0.845 0.00
H -17.1784 11.4566 14.1116 -0.551 -0.055 -0.330 0.00
H -17.1971 13.1133 13.4023 -0.247 -0.143 -0.296 0.00
H -14.8167 12.8510 12.7633 -0.361 0.155 -0.296 0.00
H -15.0414 11.1353 12.5381 -0.009 -0.104 0.263 0.00
H -14.7448 11.8668 14.1370 -0.495 -0.295 0.242 0.00
H -17.5111 10.1704 9.8054 -0.036 0.198 0.336 0.00
H -17.6141 11.9029 9.2852 0.091 0.083 0.528 0.00
H -19.0120 10.8653 9.1535 -0.199 -0.010 0.251 0.00
O -21.6338 20.9291 7.4868 2.013 -0.934 0.413 0.00
S -20.6746 20.0155 8.1338 -1.829 -0.226 -0.705 0.00
O -19.9344 19.0236 7.3454 -0.902 1.723 0.894 0.00
O -19.6482 20.8408 9.0773 -1.895 -0.577 -1.003 0.00
C -18.8483 21.8719 8.4994 1.750 -1.404 -0.374 0.00
C -17.7936 21.9918 9.5374 0.698 1.869 1.155 0.00
C -21.6257 19.1767 9.4221 1.457 0.749 -0.546 0.00
H -19.2900 22.8564 8.3457 -0.702 -0.440 -0.083 0.00
H -18.3300 21.5315 7.6030 -0.711 -0.205 -0.478 0.00
H -18.3096 22.6401 10.2455 0.797 0.232 0.661 0.00
H -16.9286 22.4942 9.1043 0.017 0.359 0.212 0.00
H -17.4063 21.1500 10.1113 -0.537 -0.514 -0.656 0.00
H -21.9727 19.9445 10.1136 0.135 -0.185 0.003 0.00
H -20.8381 18.5369 9.8203 -0.655 -0.440 0.462 0.00
H -22.4762 18.6839 8.9510 0.376 -0.148 0.004 0.00
O -23.5918 10.8238 11.9860 -0.101 1.803 -1.306 0.00
S -23.2699 11.6472 10.8246 1.834 -0.762 0.279 0.01
O -22.4683 12.8969 10.9709 -2.372 -3.052 -0.725 0.03
O -22.4461 10.6114 9.8226 0.197 2.116 0.752 0.00
C -22.5314 9.2221 10.0853 0.039 -1.493 -0.237 0.00
C -21.4994 8.4844 9.1780 -0.169 0.859 0.326 0.00
C -24.6886 11.8991 9.6742 1.557 -0.041 2.251 0.01
H -23.5321 8.8698 9.8353 -0.245 0.011 -0.630 0.00
H -22.5414 8.9937 11.1510 1.001 0.196 0.013 0.00
H -21.6698 7.4079 9.1897 -0.161 0.122 -0.124 0.00
H -20.4411 8.6521 9.3780 -0.092 0.096 0.871 0.00
H -21.5573 8.9055 8.1743 -0.590 -0.324 -0.201 0.00
H -25.4611 12.2325 10.3672 -0.264 0.266 -0.562 0.00
H -24.8260 10.8690 9.3454 -0.288 0.410 -0.461 0.00
H -24.2711 12.6451 8.9981 -0.615 -0.233 -0.270 0.00
O -20.5536 11.9861 15.1576 -0.911 0.150 0.393 0.00
S -21.6496 12.8286 14.7694 -0.919 1.205 1.038 0.01
O -21.5093 13.4254 13.4453 -1.131 -1.098 1.647 0.04
O -23.1317 12.0306 14.9430 2.049 2.464 -3.249 0.00
C -23.3929 11.2639 16.0479 -0.403 -2.191 1.550 0.00
C -23.7041 9.8274 15.5433 0.230 -0.663 -0.203 0.00
C -22.1105 14.2672 15.9262 1.051 -1.318 -1.405 0.00
H -24.2022 11.6930 16.6386 -0.291 0.159 -0.280 0.00
H -22.5298 11.2833 16.7133 0.129 -0.432 0.116 0.00
H -22.7627 9.3458 15.2789 0.077 0.102 -0.191 0.00
H -24.3542 9.7431 14.6724 0.259 1.010 -0.426 0.00
H -24.2290 9.0741 16.1307 0.203 0.584 1.242 0.00
H -21.1815 14.6487 16.3500 -0.158 -0.137 0.166 0.00
H -22.8610 13.9200 16.6363 0.300 0.154 -0.078 0.00
H -22.4809 14.9853 15.1946 -0.267 -0.071 0.221 0.00
```
Forces are in eV/Å.

Calculated values
**Multiplicity**: 3
**Lowest unoccupied orbital energy (alpha / beta)**: 0.11 / -1.18 eV
**Energy relative to the best compared isomer or geometry (same formula, charge and spin)**: 422.9 kJ/mol
**Orbital gap (alpha / beta)**: 9.45 / 8.71 eV
**HOMO energy (alpha / beta)**: -9.338 / -9.889 eV
**Charge**: 0

***

# 2
Here is a molecular structure, C20H48BFN3O7PSi2 from the Open Molecules 2025 dataset. Energies are from ωB97M-V/def2-TZVPD.

```
83
Properties=species:S:1:pos:R:3:forces:R:3:lowdin_spin:R:1
C 4.3842 -0.9343 -4.2493 0.033 -0.016 -0.078 0.00
C 3.6702 0.3747 -3.9179 0.356 -0.227 0.120 0.00
F 3.3079 1.0159 -5.1140 -0.136 0.020 -0.108 0.00
Si 4.7702 1.5085 -2.8611 -0.329 -0.284 -0.275 0.00
O 6.3385 1.3078 -3.4320 -0.255 0.452 0.356 0.00
Si 7.6005 2.1464 -2.8099 0.525 -0.385 -0.426 0.00
P 7.2894 4.3734 -3.0038 -0.281 -0.255 0.309 0.00
O 6.3747 4.9236 -2.0037 -0.109 0.185 0.283 0.00
O 8.7520 5.0353 -2.8964 0.040 0.133 0.081 0.00
O 6.8667 4.6282 -4.5293 0.277 -0.155 -0.153 0.00
B 4.5023 0.9458 -0.9319 -0.088 0.117 0.296 0.00
N 3.2073 1.2323 -0.3256 -0.041 -0.328 -0.349 0.00
O 5.4740 0.2991 -0.1962 0.251 0.224 -0.562 0.00
H 3.7070 -1.7852 -4.2673 -0.058 -0.037 -0.040 0.00
H 5.1935 -1.1462 -3.5493 -0.027 -0.056 0.078 0.00
H 4.8441 -0.8437 -5.2315 0.051 0.060 -0.033 0.00
H 2.7430 0.1402 -3.3904 -0.135 0.173 0.033 0.00
H 4.2955 2.8967 -3.0541 0.153 0.044 -0.073 0.00
H 7.8439 1.8668 -1.3859 -0.116 0.116 0.077 0.00
H 8.8181 1.7993 -3.5729 -0.021 0.035 -0.043 0.00
H 9.2686 4.8732 -3.6902 0.261 -0.013 -0.138 0.00
H 6.8664 5.5740 -4.7166 -0.219 0.197 -0.182 0.00
H 2.4461 1.0659 -0.9775 -0.160 0.303 0.013 0.00
H 3.1038 2.1888 -0.0040 -0.016 -0.067 0.317 0.00
H 5.2847 -0.6388 -0.1347 -0.040 -0.222 0.554 0.00
C -1.6988 4.7437 0.8337 0.160 -0.058 0.106 0.00
C -1.9321 3.3266 0.2620 0.092 0.761 -0.020 0.03
C -3.3303 2.7955 0.6035 -0.138 -0.268 0.156 0.02
C -3.4935 2.3144 2.0422 0.078 0.033 -0.039 0.00
C -2.4108 1.2934 2.3792 -0.282 -0.013 -0.123 0.02
C -0.9994 1.8311 2.1507 0.414 0.282 0.588 0.03
N -0.8889 2.3648 0.7475 -0.858 -0.816 -0.099 0.38
O -0.6731 1.4187 -0.0935 0.386 0.196 -0.182 0.52
C -0.6701 2.8928 3.2120 -0.026 0.081 -0.088 0.00
C 0.0191 0.7103 2.3152 0.041 -0.167 -0.098 0.00
C -1.8249 3.4459 -1.2520 -0.005 -0.113 -0.172 0.00
H -1.1627 4.7560 1.7748 -0.061 -0.033 0.012 0.00
H -1.1016 5.3351 0.1397 -0.003 -0.025 -0.049 0.00
H -2.6456 5.2635 0.9835 -0.031 -0.017 -0.049 0.00
H -3.5543 1.9580 -0.0650 0.098 -0.026 -0.003 0.00
H -4.0573 3.5772 0.3768 0.000 0.033 -0.039 0.00
H -3.4659 3.1586 2.7367 0.045 0.009 0.001 0.00
H -4.4769 1.8549 2.1592 -0.019 0.023 0.012 0.00
H -2.4929 0.9705 3.4193 0.025 -0.004 0.031 0.00
H -2.5564 0.4026 1.7589 0.076 0.026 -0.050 0.00
H 0.2777 3.3837 2.9885 0.013 0.006 -0.009 0.00
H -0.5734 2.4021 4.1801 0.028 -0.079 -0.017 0.00
H -1.4375 3.6543 3.3262 -0.013 -0.018 -0.008 0.00
H -0.2018 -0.1422 1.6774 0.001 0.025 -0.030 0.00
H 0.0010 0.3721 3.3513 -0.008 0.028 0.049 0.00
H 1.0266 1.0577 2.0830 0.003 0.002 -0.019 0.00
H -0.8109 3.7086 -1.5530 0.012 0.008 0.021 0.00
H -2.4981 4.2400 -1.5786 -0.007 0.047 0.014 0.00
H -2.1049 2.5263 -1.7598 0.034 -0.019 0.028 0.00
C -2.8230 -6.2633 1.2745 0.011 0.061 -0.187 0.00
C -2.3282 -4.9144 1.8458 -0.074 -0.742 -0.088 0.03
C -3.3444 -4.2996 2.8171 -0.192 0.289 0.022 0.02
C -4.5519 -3.6507 2.1442 0.095 -0.040 -0.043 0.00
C -4.0912 -2.6349 1.1012 -0.059 0.011 0.309 0.02
C -3.1576 -3.2464 0.0574 -0.344 -0.250 -0.639 0.03
N -2.0204 -3.9378 0.7521 -0.109 0.757 0.790 0.38
O -1.0898 -3.1152 1.0840 0.150 -0.220 -0.274 0.52
C -3.9562 -4.1912 -0.8556 0.057 -0.099 0.061 0.00
C -2.5802 -2.1587 -0.8344 0.151 0.292 0.035 0.00
C -1.0497 -5.2125 2.6159 0.148 0.092 0.113 0.00
H -3.2844 -6.1859 0.2977 -0.040 0.035 0.045 0.00
H -1.9855 -6.9511 1.1576 0.042 0.019 0.032 0.00
H -3.5440 -6.7295 1.9468 0.025 0.013 0.055 0.00
H -2.8343 -3.5376 3.4146 0.063 0.023 -0.077 0.00
H -3.6662 -5.0760 3.5131 0.022 -0.036 0.021 0.00
H -5.1955 -4.4105 1.6926 0.023 -0.009 -0.038 0.00
H -5.1579 -3.1472 2.8996 -0.024 -0.019 0.008 0.00
H -4.9471 -2.1939 0.5854 -0.012 0.003 -0.035 0.00
H -3.5710 -1.8165 1.6096 0.077 -0.035 -0.029 0.00
H -3.2904 -4.7419 -1.5209 0.013 -0.008 -0.004 0.00
H -4.6302 -3.5968 -1.4720 0.040 0.078 -0.009 0.00
H -4.5763 -4.9034 -0.3173 0.001 0.017 0.016 0.00
H -2.0849 -1.3790 -0.2596 0.059 -0.041 -0.004 0.00
H -3.3880 -1.6941 -1.4005 -0.069 -0.053 -0.012 0.00
H -1.8593 -2.5687 -1.5423 0.010 -0.029 0.021 0.00
H -0.2570 -5.5415 1.9445 -0.011 -0.002 -0.023 0.00
H -1.2595 -6.0161 3.3235 -0.023 -0.044 -0.003 0.00
H -0.6907 -4.3495 3.1709 0.000 0.022 -0.043 0.00
```
Forces are in eV/Å.

Calculated values
**Multiplicity**: 3
**Lowest unoccupied orbital energy (alpha / beta)**: 0.49 / 0.49 eV
**Orbital gap (alpha / beta)**: 8.67 / 9.34 eV
**HOMO energy (alpha / beta)**: -8.172 / -8.856 eV
**Charge**: 0

***

# 3
Here is 6 unconnected molecules or ions with the total composition C20H48F6N3O8 from the Open Molecules 2025 dataset. Energies are from ωB97M-V/def2-TZVPD.

```
85
Properties=species:S:1:pos:R:3:forces:R:3:lowdin_spin:R:1
O -0.2043 0.3856 0.6773 1.172 1.397 0.878 0.00
H -0.0219 -0.5348 0.8802 0.242 -2.218 0.507 0.00
H -0.0988 0.5959 -0.2534 -0.235 0.692 -2.609 0.00
H -1.0481 0.7154 0.9949 -2.624 0.462 0.335 0.00
C -0.4361 1.6689 -3.1000 -0.849 -1.007 3.801 0.00
O -1.6849 2.3283 -3.1660 0.025 2.323 -1.981 0.00
O -0.5462 1.0650 -1.8558 1.760 -0.855 -2.010 0.00
C -0.3496 0.8482 -4.4382 -0.924 -1.102 2.726 0.00
F -0.2571 1.6273 -5.4827 -0.048 1.403 -1.691 0.00
F 0.6702 0.0041 -4.5246 1.382 -0.560 0.253 0.00
F -1.4359 0.0734 -4.5768 -0.559 -0.046 -0.317 0.00
C -1.6554 3.6473 -3.7337 -1.945 -0.368 0.127 0.00
C -3.1513 4.0394 -3.8797 0.846 -0.133 0.702 0.00
H -3.2253 5.0236 -4.3423 -0.239 -0.099 -0.372 0.00
H -3.6806 3.2322 -4.3860 0.031 0.287 -0.405 0.00
H -3.6170 4.1133 -2.8970 0.138 -0.023 0.144 0.00
H -1.2009 3.7450 -4.7196 0.250 -0.491 -0.167 0.00
H -1.1638 4.3877 -3.1026 0.269 -0.127 0.470 0.00
H 0.3957 2.3729 -3.0791 0.402 0.518 -0.571 0.00
C -3.4977 0.5864 2.1510 1.849 2.320 -1.945 0.00
O -2.6797 -0.4128 2.7528 0.575 -1.087 0.555 0.00
O -2.8898 1.1697 1.0191 -1.110 -2.253 2.000 0.00
C -4.9512 0.0000 2.0924 2.864 1.259 -1.597 0.00
F -5.2874 -0.4623 3.2667 -0.849 -0.774 2.037 0.00
F -5.7825 0.9765 1.7747 -1.220 0.976 -0.171 0.00
F -5.1349 -0.9644 1.2139 -0.139 -1.084 -0.816 0.00
C -2.2586 -0.1994 4.1003 -0.060 0.242 -0.616 0.00
C -1.3514 -1.3268 4.5775 -0.399 0.267 -0.720 0.01
H -0.5871 -1.4353 3.8080 0.117 -0.204 0.013 0.00
H -0.8451 -1.0228 5.4937 -0.150 -0.205 0.161 0.00
H -1.8886 -2.2702 4.6741 0.110 -0.018 0.182 0.00
H -3.1414 -0.0429 4.7203 -0.023 -0.113 0.326 0.00
H -1.6402 0.6969 4.1491 -0.102 0.498 -0.092 0.00
H -3.5805 1.4363 2.8283 -0.470 0.034 1.036 0.00
C -0.2786 5.8170 0.3873 0.115 -0.497 0.401 0.00
C -0.4518 4.3499 0.8686 -1.447 0.087 -0.126 0.00
C 0.3631 4.0551 2.1235 0.999 -1.381 -0.252 0.00
O 0.1447 2.6951 2.6723 -0.074 1.382 -1.247 0.00
C 1.2387 2.1965 3.4098 -0.326 0.342 0.269 0.01
N -1.8750 3.9847 1.1131 1.388 0.942 -0.244 0.00
H -0.7385 6.5732 1.0235 0.127 -0.137 0.539 0.00
H -0.7216 6.0333 -0.5848 0.026 -0.603 -0.149 0.00
H 0.7965 5.9840 0.3204 0.099 0.403 -0.045 0.00
H -0.0875 3.7408 0.0413 -0.013 -0.339 0.070 0.00
H 0.2092 4.8130 2.8916 -0.160 0.046 0.280 0.00
H 1.3979 4.0895 1.7826 0.466 0.130 0.369 0.00
H 2.2063 2.2504 2.9108 0.019 0.211 -0.347 0.00
H 1.0829 1.1427 3.6404 -0.307 0.044 -0.105 0.00
H 1.2799 2.7640 4.3396 0.359 -0.022 0.383 0.00
H -1.8284 2.9951 1.3094 -0.846 -0.819 -0.316 0.00
H -2.0218 4.3827 2.0297 -0.653 0.228 0.385 0.00
C 2.0492 -3.7382 2.1862 0.301 0.640 -0.716 0.18
C 1.6934 -2.2668 1.8485 0.281 -1.227 2.126 0.01
C 2.8375 -1.5382 1.1988 -0.364 0.659 0.380 0.05
O 2.4974 -0.1577 1.1569 -0.309 0.436 -0.347 0.02
C 3.2817 0.5777 0.2662 0.410 0.478 -0.775 0.03
N 0.4493 -2.1986 1.1466 -0.933 0.533 -0.992 0.00
H 2.8927 -3.8747 2.8630 0.200 0.235 -0.180 0.05
H 2.2740 -4.1455 1.2005 0.144 -0.766 0.206 0.03
H 1.2208 -4.2751 2.6483 -0.222 0.106 -0.211 0.03
H 1.5028 -1.7972 2.8135 0.163 0.459 0.148 0.00
H 3.0110 -1.9196 0.1925 0.359 -0.117 0.019 0.01
H 3.7015 -1.5938 1.8610 0.372 -0.623 -0.296 0.03
H 4.3287 0.6696 0.5551 0.274 -0.308 0.330 0.01
H 2.9460 1.6037 0.1154 -0.590 0.032 0.625 0.00
H 3.2654 0.1952 -0.7544 -0.027 -0.536 -0.084 0.00
H -0.2286 -2.8073 1.5826 -0.238 0.155 0.401 0.00
H 0.5242 -2.5990 0.2224 0.345 -0.181 -0.384 0.00
C 0.4574 -5.4711 -3.1579 -0.565 -0.479 1.231 0.03
C 1.8891 -4.9187 -3.2916 -1.915 0.095 0.712 0.03
C 2.3090 -4.2751 -1.9242 -0.148 -0.892 -0.889 0.13
O 1.4234 -3.3276 -1.4305 0.105 0.585 0.694 0.02
C 1.6372 -2.0566 -2.0086 -0.747 -0.395 -1.234 0.01
N 2.7306 -6.0491 -3.6194 0.448 0.398 -0.649 0.03
H -0.4041 -4.8050 -3.2049 0.403 0.615 -0.666 0.00
H 0.2935 -5.8259 -2.1404 0.331 -0.533 0.239 0.01
H 0.2937 -6.3206 -3.8210 0.085 0.125 -0.196 0.00
H 1.7300 -4.2368 -4.1269 1.129 0.319 -0.087 0.00
H 3.3051 -3.8327 -1.9305 0.373 -0.253 -0.237 0.06
H 2.2832 -5.1118 -1.2261 0.263 -0.085 0.174 0.06
H 0.9849 -1.3606 -1.4813 0.194 0.290 -0.469 0.00
H 1.3914 -2.1798 -3.0634 -0.736 0.635 -0.168 0.00
H 2.6713 -1.7296 -2.1168 0.409 -0.078 0.989 0.01
H 2.5753 -6.8028 -2.9651 -0.041 -0.095 0.268 0.05
H 3.6935 -5.7643 -3.5104 0.390 -0.157 0.004 0.05
```
Forces are in eV/Å.

Calculated values
**Multiplicity**: 2
**Lowest unoccupied orbital energy (alpha / beta)**: 4.38 / 4.34 eV
**Energy relative to the best compared isomer or geometry (same formula, charge and spin)**: 0.0 kJ/mol
**Orbital gap (alpha / beta)**: 1.91 / 6.92 eV
**HOMO energy (alpha / beta)**: 2.470 / -2.577 eV
**Charge**: -2